Record 1
{"formula": "C3H6N4", "method": "wB97M-V/def2-TZVPD", "species": ["C", "C", "N", "N", "C", "N", "N", "H", "H", "H", "H", "H", "H"], "positions_angstrom": [[0.898, -1.355, 0.656], [0.349, -0.013, 0.769], [0.388, 0.885, 1.694], [-0.262, 2.041, 1.233], [-0.768, 1.793, -0.022], [-0.466, 0.462, -0.318], [-0.786, 0.048, -1.662], [1.677, -1.473, -0.223], [1.697, -1.575, 1.519], [0.254, -2.203, 0.609], [-1.391, 2.450, -0.670], [0.133, -0.435, -1.885], [-1.722, -0.625, -1.701]], "e_homo_ev": -9.46, "spin_multiplicity": 1, "de_lowest_ev": 2.913, "e_tot_ha": -336.842202, "fmax_ev_per_a": 5.53}

---

Record 2
{"formula": "C5H20N2O3", "method": "wB97M-V/def2-TZVPD", "species": ["C", "N", "C", "C", "C", "C", "N", "H", "H", "H", "H", "H", "H", "H", "H", "H", "H", "H", "H", "H", "H", "H", "H", "O", "H", "H", "O", "H", "H", "O"], "positions_angstrom": [[1.125, -1.204, -0.048], [-0.219, -1.627, -0.450], [-0.261, -3.028, -0.876], [1.178, 0.383, -0.005], [1.120, 0.955, -1.445], [-0.337, 1.039, -1.947], [-0.812, 2.469, -2.066], [1.761, -1.399, -0.962], [1.695, -1.583, 0.807], [-0.690, -1.573, 0.473], [0.793, -3.419, -0.915], [-0.707, -3.041, -1.851], [-0.714, -3.679, -0.111], [2.082, 0.645, 0.586], [0.379, 0.674, 0.648], [1.512, 0.218, -2.114], [1.659, 1.902, -1.352], [-0.312, 0.544, -2.892], [-0.986, 0.569, -1.201], [-0.039, 2.831, -2.652], [-1.606, 2.524, -2.709], [-0.637, 2.089, 1.381], [-0.491, 3.614, 1.912], [-0.773, 2.714, 2.147], [-2.340, 0.955, 2.070], [-1.273, 0.760, 3.112], [-1.473, 0.475, 2.201], [-0.659, -1.620, 3.071], [0.735, -1.412, 2.196], [0.291, -1.776, 2.989]], "e_homo_ev": [0.95, -6.36], "spin_multiplicity": 2, "de_lowest_ev": 2.210, "e_tot_ha": -537.615594, "fmax_ev_per_a": 4.09, "total_charge": -1, "s2": 0.751}

---

Record 3
{"formula": "C2H2FNO", "method": "wB97M-V/def2-TZVPD", "species": ["N", "C", "C", "O", "F", "H", "H"], "positions_angstrom": [[2.160, -0.147, -0.906], [1.063, -0.150, -0.580], [-0.107, -0.306, 0.250], [-0.971, 1.028, 0.432], [-0.954, -1.284, 0.024], [0.130, -0.346, 1.249], [-1.321, 1.204, -0.469]], "e_homo_ev": -12.05, "spin_multiplicity": 1, "de_lowest_ev": 0.996, "e_tot_ha": -307.210464, "fmax_ev_per_a": 5.68}

---

Record 4
{"formula": "C6H11N4", "method": "wB97M-V/def2-TZVPD", "species": ["C", "C", "N", "N", "C", "C", "C", "C", "N", "N", "H", "H", "H", "H", "H", "H", "H", "H", "H", "H", "H"], "positions_angstrom": [[2.634, -0.585, -0.057], [1.109, -0.674, -0.118], [0.677, -1.875, 0.031], [0.524, -2.968, 0.063], [0.411, 0.530, 0.002], [1.046, 1.846, -0.123], [-1.028, 0.489, 0.318], [-1.674, -0.677, 1.048], [-1.817, -0.580, -0.414], [-3.045, -0.321, -0.997], [3.231, -1.573, 0.047], [2.983, 0.044, 0.678], [2.961, 0.049, -0.829], [1.060, 2.402, 0.776], [0.343, 2.510, -0.686], [2.054, 1.776, -0.556], [-1.424, 1.473, 0.412], [-0.853, -1.388, 1.550], [-2.667, -0.589, 1.556], [-3.712, 0.300, -0.669], [-2.813, -0.189, -2.034]], "e_homo_ev": [-12.87, -12.87], "spin_multiplicity": 1, "de_lowest_ev": 5.666, "e_tot_ha": -453.810014, "fmax_ev_per_a": 5.70, "total_charge": 1}

---

Record 5
{"formula": "H3O2SSi", "method": "wB97M-V/def2-TZVPD", "species": ["O", "O", "Si", "S", "H", "H", "H"], "positions_angstrom": [[-0.355, 0.708, 2.012], [-1.429, -0.651, -1.780], [0.382, -0.129, 0.955], [-0.876, 0.508, -0.934], [0.136, 1.008, -1.953], [1.812, 0.163, 0.738], [0.329, -1.608, 0.962]], "e_homo_ev": -3.95, "spin_multiplicity": 1, "de_lowest_ev": 0.063, "e_tot_ha": -839.982630, "fmax_ev_per_a": 2.95, "total_charge": -1}

---

Record 6
{"formula": "C18H33BF3O5", "method": "wB97M-V/def2-TZVPD", "species": ["C", "C", "O", "B", "O", "C", "C", "C", "C", "O", "C", "C", "C", "F", "C", "F", "F", "H", "H", "H", "H", "H", "H", "H", "H", "H", "H", "H", "H", "H", "H", "H", "H", "H", "C", "C", "C", "O", "C", "H", "H", "H", "H", "H", "H", "H", "H", "C", "C", "C", "O", "C", "H", "H", "H", "H", "H", "H", "H", "H"], "positions_angstrom": [[-4.169, 1.536, 0.073], [-2.595, 1.684, 0.326], [-1.855, 0.718, -0.436], [-1.589, -0.494, 0.293], [-2.543, -0.841, 1.349], [-0.390, -1.521, 0.003], [0.377, -0.848, -1.268], [1.223, 0.444, -0.925], [1.618, 1.123, -2.333], [2.512, 2.259, -2.171], [0.649, -1.657, 1.193], [0.435, -0.792, 2.505], [0.934, 0.713, 2.383], [0.102, 1.790, 2.070], [2.310, 0.970, 2.649], [2.784, 0.819, 3.966], [3.211, 1.374, 1.647], [-4.709, 2.511, 0.318], [-4.526, 0.741, 0.792], [-4.412, 1.308, -1.007], [-2.356, 1.691, 1.427], [-2.293, 2.717, -0.064], [-2.250, -1.719, 1.651], [1.105, -1.656, -1.631], [-0.399, -0.718, -2.078], [0.676, 1.249, -0.352], [2.179, 0.182, -0.358], [2.004, 0.362, -3.075], [0.635, 1.558, -2.723], [2.414, 2.584, -1.261], [0.608, -2.754, 1.533], [1.742, -1.513, 0.882], [-0.579, -0.877, 3.000], [1.160, -1.227, 3.285], [-6.137, 0.064, -4.869], [-5.534, -1.186, -4.263], [-5.226, -0.733, -2.849], [-6.207, 0.260, -2.509], [-6.910, 0.639, -3.698], [-6.766, -0.128, -5.740], [-5.341, 0.754, -5.166], [-6.280, -1.987, -4.245], [-4.655, -1.551, -4.794], [-4.238, -0.264, -2.788], [-5.267, -1.551, -2.128], [-7.919, 0.214, -3.641], [-6.994, 1.727, -3.743], [7.085, -0.128, 2.307], [5.772, 0.232, 2.970], [5.253, -1.127, 3.399], [6.404, -1.943, 3.667], [7.571, -1.276, 3.172], [7.795, 0.699, 2.259], [6.902, -0.481, 1.287], [5.959, 0.856, 3.850], [5.081, 0.764, 2.317], [4.681, -1.605, 2.596], [4.625, -1.074, 4.290], [8.139, -0.909, 4.035], [8.194, -1.984, 2.621]], "e_homo_ev": -2.35, "spin_multiplicity": 1, "e_tot_ha": -1406.144131, "fmax_ev_per_a": 3.74, "total_charge": -1}